# C57H56AsCoN3P2

A structure of composition C57H56AsCoN3P2 in a non-equilibrium geometry (ωB97M-V/def2-TZVPD, OMol25).

XYZ file:
```
120
Properties=species:S:1:pos:R:3:forces:R:3:mulliken_charge:R:1
As 1.407 1.150 2.780 -0.164 0.166 0.319 1.2160
Co 0.063 0.046 -0.144 0.159 -0.139 1.031 0.3690
P -1.299 1.778 -0.944 -0.905 0.980 -0.661 2.7218
P -1.034 -1.810 -1.177 -0.527 -0.786 -0.883 1.1457
N 0.244 0.032 1.803 0.508 0.082 -0.132 1.5100
N -2.528 -0.024 -2.685 0.038 0.039 -0.143 1.7351
N 2.180 0.323 -2.382 0.140 -0.050 0.026 -1.0072
C 0.657 3.101 -4.258 0.021 0.029 -0.093 -1.2373
C 5.288 -1.812 6.761 -0.034 0.014 -0.050 -1.5871
C -0.004 2.323 -3.326 -0.092 -0.035 0.092 -0.4950
C -1.604 -3.422 -0.496 0.059 0.102 0.350 1.1686
C 1.493 0.180 -1.462 0.659 0.216 -0.223 0.7285
C 0.871 4.450 -4.012 -0.009 -0.001 0.011 -0.7213
C 1.254 -3.278 -4.903 -0.008 0.003 0.056 -0.7127
C -1.853 2.828 1.546 0.067 -0.095 -0.007 0.1563
C -2.476 -5.879 0.520 0.026 0.092 -0.017 -0.6162
C 3.641 3.854 0.462 0.105 0.003 -0.061 -0.9785
C 2.689 3.267 1.289 -0.200 -0.100 0.083 0.7133
C -2.825 -3.525 0.171 0.005 -0.044 -0.244 -0.5660
C -4.637 -0.246 -6.341 -0.018 -0.002 -0.010 -0.4634
C -0.194 -2.393 -2.691 0.155 0.095 0.117 0.8546
C 1.167 -2.680 -2.583 -0.101 0.061 0.040 -0.5746
C -2.849 -1.741 2.786 -0.081 0.044 0.110 -0.5829
C 2.664 -1.352 4.037 -0.020 -0.001 0.018 1.7621
C 4.342 -1.159 5.791 0.034 0.000 0.043 0.6371
C 5.666 3.749 -1.033 -0.063 -0.028 -0.022 -1.6991
C -0.828 -2.583 -3.914 -0.053 0.028 0.061 -0.6536
C 1.887 -3.119 -3.680 0.058 -0.058 -0.056 -0.8097
C -1.247 -5.781 -0.117 -0.025 -0.079 0.018 -0.6842
C 3.384 0.830 4.791 -0.079 0.044 -0.096 -0.2714
C -4.590 -0.514 -3.953 0.016 -0.005 0.062 -0.0439
C -3.629 4.761 0.672 -0.080 0.055 -0.037 -0.7585
C -0.474 2.886 -2.139 0.220 -0.126 0.006 0.2131
C -3.315 0.173 -6.313 -0.006 0.020 -0.038 -0.9371
C 4.684 3.125 -0.083 -0.015 0.133 0.041 0.8776
C -3.041 3.907 -0.245 0.006 -0.041 -0.080 -0.1188
C -3.328 4.656 2.026 0.045 -0.050 0.038 -0.6576
C -5.274 -0.587 -5.157 -0.037 -0.017 0.004 -0.8996
C -1.695 -1.126 4.777 -0.048 0.003 -0.059 -1.0872
C -2.759 1.233 -1.984 0.081 -0.162 0.233 -1.8484
C 2.745 1.883 1.537 -0.050 -0.110 -0.116 0.8528
C -2.439 3.687 2.463 -0.069 0.080 0.002 -0.6704
C -2.140 2.933 0.187 0.243 -0.245 0.291 -0.3067
C -0.747 -0.505 2.612 -0.256 -0.083 0.084 0.7707
C -2.674 -1.191 -1.825 0.252 -0.001 0.131 -2.5981
C 4.008 -0.325 1.281 -0.005 -0.021 -0.176 -1.6015
C -0.249 4.236 -1.896 -0.054 -0.023 0.121 -0.5134
C 0.419 5.014 -2.829 0.066 0.075 -0.021 -0.7613
C 4.245 0.221 5.695 0.001 -0.040 -0.018 -1.1181
C 3.832 1.147 1.031 -0.096 -0.093 -0.125 1.3336
C 4.783 1.784 0.251 -0.012 -0.095 -0.052 -0.7897
C -0.709 -0.512 4.025 0.084 0.063 -0.195 -1.1891
C -1.872 -1.122 2.031 -0.025 0.168 0.123 0.4367
C 2.593 0.044 3.928 0.012 -0.036 0.038 -0.2706
C 3.336 2.339 4.771 0.006 -0.060 -0.005 -1.7054
C -2.629 0.245 -5.110 0.015 -0.002 0.070 0.1442
C 1.861 -2.319 3.204 0.020 -0.028 -0.042 -1.6987
C 3.537 -1.922 4.961 -0.012 0.035 -0.020 -0.9781
C -3.260 -0.104 -3.922 -0.053 -0.017 -0.051 -0.9007
C -0.811 -4.562 -0.610 0.043 0.092 -0.045 -0.7194
C -2.770 -1.759 4.171 -0.024 -0.022 0.108 -1.1889
C -3.256 -4.744 0.670 -0.065 -0.040 0.040 -0.8985
C 1.684 4.200 1.927 -0.012 -0.081 -0.083 -2.0726
C -0.104 -3.018 -5.014 -0.040 -0.044 -0.113 -0.7549
H 1.031 2.651 -5.169 -0.016 -0.022 0.025 0.4726
H -2.957 2.011 -2.719 0.038 0.047 0.020 0.7653
H -0.629 -6.660 -0.239 0.026 0.019 0.019 0.4351
H -5.171 -0.307 -7.281 0.010 0.002 0.001 0.3978
H 0.599 6.062 -2.626 -0.037 -0.013 0.005 0.4323
H 2.948 -3.309 -3.589 -0.012 -0.011 0.035 0.4211
H 0.119 -0.049 4.544 -0.023 -0.076 0.064 0.8741
H 2.513 -3.099 2.804 0.013 -0.005 0.036 0.5850
H -2.824 -6.832 0.898 0.022 -0.007 0.015 0.3968
H 2.204 4.910 2.574 -0.012 -0.008 0.008 0.4239
H -3.309 -0.964 -0.959 -0.041 -0.062 -0.029 0.4044
H 0.954 3.669 2.529 -0.059 0.073 0.016 0.1366
H 1.355 -1.842 2.374 0.014 0.019 -0.039 -0.7644
H -6.307 -0.909 -5.168 0.006 0.000 -0.006 0.4108
H -3.523 -2.256 4.768 -0.032 0.020 -0.037 0.3802
H -0.606 -3.156 -5.963 -0.006 0.020 0.013 0.4456
H 5.827 -1.066 7.343 0.005 -0.020 0.024 0.3534
H -1.886 -2.394 -4.029 0.015 0.031 -0.030 0.4323
H 1.150 4.781 1.174 -0.010 0.010 -0.081 0.4480
H 6.691 3.479 -0.775 0.007 0.021 -0.011 0.3800
H 5.470 3.383 -2.043 0.056 0.048 -0.002 0.3181
H 0.152 -4.499 -1.100 -0.030 -0.060 -0.029 0.3426
H 3.988 2.750 5.541 0.008 -0.005 -0.003 0.4879
H 3.048 -0.840 1.270 0.000 -0.045 0.050 -0.1936
H -4.206 -4.803 1.187 -0.012 0.000 -0.022 0.4209
H -3.686 -2.215 2.286 0.028 0.057 0.136 0.5151
H -1.163 2.065 1.887 -0.001 0.009 0.015 0.1481
H -3.790 5.330 2.735 0.001 0.004 -0.008 0.3936
H 2.322 2.700 4.952 0.008 0.047 -0.012 0.2555
H -2.810 0.434 -7.234 0.001 0.011 0.014 0.4391
H -2.197 3.595 3.514 -0.008 -0.010 -0.004 0.4975
H -4.324 5.518 0.333 0.001 -0.011 -0.012 0.4305
H 4.853 0.845 6.341 0.003 -0.002 -0.003 0.2926
H 5.577 4.835 -1.041 0.030 -0.016 -0.001 0.3834
H -3.459 -2.657 0.301 0.043 -0.102 -0.073 0.6376
H -0.134 1.263 -3.494 0.048 -0.042 -0.064 0.5626
H -0.605 4.687 -0.979 0.047 0.036 0.056 0.2969
H -3.272 4.011 -1.299 0.007 0.013 0.005 0.4067
H 6.020 -2.425 6.232 0.011 -0.008 0.028 0.3251
H 5.607 1.200 -0.145 0.003 -0.017 -0.030 0.4038
H -3.137 -2.012 -2.369 -0.033 -0.009 0.029 1.0925
H 3.657 2.734 3.804 0.014 0.041 0.048 0.2303
H -1.969 -1.110 0.953 -0.042 0.092 0.104 -0.9583
H 1.817 -3.604 -5.768 -0.005 0.000 -0.003 0.3975
H 1.666 -2.539 -1.633 0.080 0.078 -0.021 0.5791
H -1.594 0.555 -5.087 0.043 -0.007 0.033 0.5759
H 3.587 -3.005 5.020 0.006 -0.001 0.002 0.4630
H 1.397 5.060 -4.736 0.003 -0.020 0.003 0.3971
H 1.103 -2.805 3.822 -0.001 -0.017 -0.020 0.5231
H -5.094 -0.778 -3.030 0.006 -0.004 -0.006 0.4281
H 4.632 -0.765 0.503 -0.014 0.031 -0.023 0.5301
H -1.613 -1.113 5.858 0.010 -0.011 -0.003 0.4409
H 4.749 -2.466 7.450 0.027 0.000 0.022 0.3473
H 4.487 -0.506 2.244 -0.037 -0.031 -0.022 0.3839
H 3.568 4.916 0.250 -0.018 0.013 -0.001 0.3591
H -3.630 1.162 -1.313 0.003 0.038 -0.023 0.4157
```
Forces are in eV/Å.

**Spin multiplicity**: 4
**Relative energy (zero: lowest compared OMol25 entry of this formula, charge and spin)**: 0.526 eV
**Molar mass**: 978.9 g/mol
**E_tot**: -181531.777 eV
**⟨S²⟩**: 3.767
**HOMO energy (spin up / spin down)**: -0.251 / -0.253 Ha
**LUMO energy (spin up / spin down)**: 0.509 / -0.296 eV